No. 1
{
  "formula": "C48H37Br3F4N3PRuSi",
  "method": "wB97M-V/def2-TZVPD",
  "total_charge": 1,
  "total_energy_ha": -10862.63559,
  "multiplicity": 2,
  "orbital_gap_ev": [5.559, 6.126],
  "mol_weight_da": 1131.68,
  "lumo_energy_ev": [-3.36, -3.36],
  "homo_ev": [-8.9, -9.5],
  "s2": 0.7565,
  "elements": ["Ru", "Br", "C", "C", "C", "N", "C", "C", "C", "C", "C", "Br", "C", "C", "N", "H", "H", "H", "H", "H", "H", "N", "C", "C", "C", "C", "C", "C", "C", "C", "C", "C", "C", "C", "H", "H", "H", "H", "H", "H", "H", "H", "H", "H", "F", "C", "C", "F", "C", "F", "C", "P", "C", "C", "C", "C", "C", "C", "C", "C", "C", "C", "C", "C", "C", "Br", "C", "F", "H", "H", "H", "H", "H", "H", "H", "H", "H", "H", "C", "Si", "C", "C", "C", "C", "C", "C", "C", "H", "H", "H", "H", "H", "H", "H", "H", "H", "H", "H"],
  "xyz": [[0.47, -0.35, 0.25], [-5.56, 1.89, 2.67], [-3.78, 1.63, 2.03], [-3.49, 1.83, 0.67], [-2.24, 1.45, 0.23], [-1.29, 1.00, 1.02], [-1.52, 0.88, 2.37], [-2.81, 1.18, 2.88], [-0.46, 0.42, 3.21], [-0.51, 0.55, 4.61], [0.56, 0.17, 5.37], [0.55, 0.45, 7.25], [1.69, -0.40, 4.75], [1.66, -0.52, 3.38], [0.65, -0.13, 2.62], [-4.24, 2.18, -0.01], [-2.00, 1.50, -0.83], [-3.03, 0.98, 3.91], [-1.37, 1.00, 5.08], [2.54, -0.71, 5.33], [2.52, -0.96, 2.87], [0.21, 0.02, -2.23], [-0.55, -0.76, -3.17], [-0.26, -0.65, -4.53], [-1.00, -1.34, -5.47], [-2.05, -2.15, -5.06], [-2.34, -2.26, -3.71], [-1.61, -1.56, -2.75], [-2.08, -1.58, -1.34], [-3.38, -1.14, -1.13], [-3.95, -1.14, 0.13], [-3.20, -1.56, 1.22], [-1.90, -1.99, 1.02], [-1.30, -2.05, -0.26], [1.15, 0.14, -2.61], [-0.21, 0.95, -2.17], [0.56, -0.02, -4.84], [-0.79, -1.22, -6.52], [-2.63, -2.69, -5.78], [-3.14, -2.90, -3.38], [-3.95, -0.79, -1.98], [-4.97, -0.81, 0.27], [-3.63, -1.55, 2.21], [-1.35, -2.37, 1.87], [7.44, 2.18, -1.34], [6.13, 2.15, -1.10], [5.39, 3.34, -1.05], [5.98, 4.50, -1.29], [4.03, 3.30, -0.78], [3.34, 4.44, -0.78], [3.35, 2.09, -0.56], [1.58, 2.10, -0.09], [0.88, 2.99, -1.51], [-0.33, 3.66, -1.34], [-0.92, 4.32, -2.40], [-0.31, 4.30, -3.64], [0.87, 3.61, -3.84], [1.47, 2.95, -2.78], [1.60, 3.34, 1.25], [1.27, 4.68, 1.10], [1.35, 5.53, 2.18], [1.77, 5.06, 3.41], [2.12, 3.73, 3.57], [2.04, 2.87, 2.49], [4.11, 0.91, -0.66], [3.27, -0.80, -0.56], [5.47, 0.94, -0.92], [6.15, -0.21, -1.03], [-0.79, 3.66, -0.36], [-1.85, 4.85, -2.25], [-0.77, 4.83, -4.47], [1.33, 3.59, -4.81], [2.40, 2.42, -2.93], [0.97, 5.06, 0.14], [1.10, 6.58, 2.05], [1.83, 5.74, 4.25], [2.47, 3.37, 4.53], [2.32, 1.83, 2.60], [0.88, -3.64, -2.05], [-0.02, -3.50, -0.37], [1.20, -3.19, 1.08], [-1.09, -4.97, 0.17], [-0.63, -5.89, 1.11], [-1.46, -6.90, 1.58], [-2.76, -7.01, 1.11], [-3.22, -6.12, 0.15], [-2.39, -5.11, -0.31], [1.54, -4.50, -2.04], [1.49, -2.76, -2.25], [0.19, -3.76, -2.88], [2.16, -3.66, 0.91], [0.79, -3.56, 2.01], [1.37, -2.11, 1.21], [0.37, -5.82, 1.49], [-1.09, -7.60, 2.32], [-3.41, -7.78, 1.50], [-4.22, -6.22, -0.23], [-2.77, -4.41, -1.04]],
  "lowdin_spin": [0.84, 0.00, 0.00, 0.00, 0.00, 0.04, 0.01, 0.00, 0.00, 0.00, 0.00, 0.00, 0.00, 0.00, 0.00, 0.00, 0.00, 0.00, 0.00, 0.00, 0.00, 0.00, 0.00, 0.00, 0.00, 0.00, 0.00, 0.00, 0.01, 0.00, 0.01, 0.00, 0.01, 0.00, 0.00, 0.00, 0.00, 0.00, 0.00, 0.00, 0.00, 0.00, 0.00, 0.00, 0.00, 0.00, 0.00, 0.00, 0.00, 0.00, 0.00, 0.03, 0.00, 0.00, 0.00, 0.00, 0.00, 0.00, 0.00, 0.00, 0.00, 0.00, 0.00, 0.00, 0.00, 0.02, 0.00, 0.00, 0.00, 0.00, 0.00, 0.00, 0.00, 0.00, 0.00, 0.00, 0.00, 0.00, 0.00, 0.00, 0.00, 0.00, 0.00, 0.00, 0.00, 0.00, 0.00, 0.00, 0.00, 0.00, 0.00, 0.00, 0.00, 0.00, 0.00, 0.00, 0.00, 0.00]
}

***

No. 2
{
  "formula": "C2H6N3O",
  "method": "wB97M-V/def2-TZVPD",
  "total_charge": 1,
  "total_energy_ha": -318.91221,
  "de_lowest_kj_mol": 499.2,
  "orbital_gap_ev": 11.417,
  "mol_weight_da": 88.09,
  "lumo_energy_ev": -4.39,
  "homo_ev": -15.8,
  "elements": ["C", "C", "N", "N", "N", "O", "H", "H", "H", "H", "H", "H"],
  "xyz": [[2.48, -0.02, -0.07], [1.07, 0.17, 0.00], [-3.89, -0.28, 0.11], [-1.65, 0.21, -0.09], [-2.75, -0.10, -0.03], [0.53, 1.26, -0.09], [3.15, 0.86, 0.23], [2.91, -0.65, -0.84], [2.84, -0.70, 0.63], [0.30, -0.61, 0.00], [-4.31, -1.17, 0.24], [-0.67, 1.04, -0.08]],
  "lowdin_charge": [0.00, -0.19, 0.25, 0.23, -0.15, 0.12, 0.15, 0.13, 0.09, 0.13, 0.13, 0.11]
}

***

No. 3
{
  "formula": "C44H61BrCl2I3N4O29P2S2",
  "method": "wB97M-V/def2-TZVPD",
  "total_charge": 1,
  "total_energy_ha": -9980.20210,
  "orbital_gap_ev": 5.966,
  "mol_weight_da": 1767.58,
  "lumo_energy_ev": -2.52,
  "homo_ev": -8.5,
  "elements": ["C", "C", "C", "O", "N", "C", "I", "C", "C", "I", "C", "N", "C", "C", "C", "C", "I", "P", "N", "O", "C", "C", "C", "O", "Br", "N", "C", "S", "C", "C", "Cl", "C", "C", "Cl", "P", "O", "O", "C", "S", "H", "H", "H", "H", "H", "H", "H", "H", "H", "H", "H", "H", "H", "H", "H", "H", "H", "H", "H", "H", "H", "H", "H", "H", "H", "H", "H", "H", "H", "C", "C", "O", "C", "O", "O", "H", "H", "H", "H", "C", "C", "O", "C", "O", "O", "H", "H", "H", "H", "C", "C", "O", "C", "O", "O", "H", "H", "H", "H", "C", "C", "O", "C", "O", "O", "H", "H", "H", "H", "C", "C", "O", "C", "O", "O", "H", "H", "H", "H", "C", "C", "O", "C", "O", "O", "H", "H", "H", "H", "C", "C", "O", "C", "O", "O", "H", "H", "H", "H", "C", "C", "O", "C", "O", "O", "H", "H", "H", "H"],
  "xyz": [[-2.50, -1.21, 0.36], [-1.37, -0.31, -0.28], [-0.03, -0.83, 0.39], [1.01, 0.03, 0.01], [2.27, -0.41, -0.43], [3.08, 0.86, -0.08], [4.57, 1.89, -1.27], [2.96, 1.46, 1.12], [3.72, 2.77, 1.49], [1.80, 0.78, 2.77], [1.98, -0.57, -1.95], [2.15, 0.64, -2.69], [1.12, 1.43, -2.79], [-0.12, 1.25, -3.66], [1.15, 2.76, -1.97], [2.54, -1.88, -2.61], [4.70, -1.42, -2.91], [2.03, -2.08, -4.48], [3.43, -2.61, -5.38], [1.65, -0.63, -5.20], [2.26, -3.24, -1.79], [2.92, -4.40, -2.63], [2.05, -5.21, -3.64], [2.36, -5.24, -4.77], [0.46, -6.30, -3.32], [0.85, -3.63, -1.62], [-0.08, -3.18, -2.24], [-1.24, -2.55, -3.12], [2.75, -3.14, -0.22], [1.87, -3.88, 0.82], [1.06, -3.10, 2.25], [1.67, -5.22, 0.90], [2.28, -6.23, -0.04], [0.69, -5.98, 2.18], [4.40, -3.90, 0.11], [5.46, -4.18, -1.10], [4.56, -4.72, 1.54], [2.99, -1.55, 0.24], [4.83, -1.18, 0.64], [-3.51, -0.78, 0.23], [-2.41, -2.24, -0.05], [-2.35, -1.32, 1.46], [-1.35, -0.38, -1.38], [-1.60, 0.72, 0.08], [0.03, -1.89, 0.09], [-0.29, -0.86, 1.47], [4.81, 2.60, 1.53], [3.44, 3.13, 2.50], [3.45, 3.60, 0.80], [0.88, -0.72, -2.13], [-1.03, 1.64, -3.15], [-0.30, 0.18, -3.92], [0.08, 1.76, -4.63], [0.27, 3.38, -2.25], [2.07, 3.34, -2.17], [1.03, 2.50, -0.90], [3.10, -3.19, -6.15], [3.89, -1.81, -5.83], [2.26, -0.42, -5.93], [3.77, -4.06, -3.27], [3.45, -5.17, -2.03], [3.38, -6.25, -0.16], [1.81, -6.15, -1.04], [2.03, -7.27, 0.29], [6.37, -4.33, -0.75], [5.21, -4.24, 2.08], [2.64, -1.52, 1.30], [5.06, -1.59, 1.93], [-3.53, 0.00, 5.12], [-2.49, 1.04, 4.80], [-2.81, 1.39, 3.45], [-4.11, 1.10, 3.25], [-4.74, 1.43, 2.29], [-4.62, 0.39, 4.28], [-3.82, 0.01, 6.17], [-3.22, -1.01, 4.84], [-2.57, 1.93, 5.42], [-1.47, 0.65, 4.87], [5.94, 7.43, -1.14], [5.01, 6.58, -1.96], [4.41, 5.73, -0.98], [4.50, 6.36, 0.22], [3.95, 6.00, 1.21], [5.30, 7.46, 0.14], [6.06, 8.43, -1.54], [6.93, 6.97, -1.02], [4.22, 7.17, -2.44], [5.53, 6.00, -2.72], [-8.43, 2.87, 3.58], [-6.99, 3.25, 3.79], [-7.07, 4.14, 4.90], [-8.21, 3.86, 5.58], [-8.49, 4.31, 6.65], [-8.99, 2.99, 4.89], [-8.54, 1.85, 3.20], [-8.95, 3.55, 2.91], [-6.37, 2.39, 4.07], [-6.56, 3.74, 2.93], [-4.85, 3.55, -1.05], [-3.50, 3.71, -0.41], [-2.63, 3.06, -1.34], [-3.24, 3.08, -2.55], [-2.71, 2.76, -3.57], [-4.52, 3.49, -2.45], [-5.51, 4.39, -0.84], [-5.34, 2.62, -0.76], [-3.20, 4.76, -0.33], [-3.44, 3.25, 0.56], [-12.66, 5.25, 3.42], [-13.12, 3.93, 3.99], [-12.69, 3.00, 3.00], [-11.66, 3.56, 2.32], [-10.96, 2.98, 1.55], [-11.52, 4.88, 2.65], [-12.40, 5.97, 4.19], [-13.40, 5.70, 2.75], [-12.64, 3.70, 4.93], [-14.20, 3.89, 4.12], [6.05, -9.43, 1.31], [4.69, -8.79, 1.46], [3.95, -9.37, 0.38], [4.54, -10.55, 0.06], [4.08, -11.35, -0.67], [5.74, -10.69, 0.71], [6.55, -9.57, 2.26], [6.71, -8.87, 0.64], [4.21, -9.06, 2.40], [4.73, -7.71, 1.37], [8.47, -6.78, -3.37], [9.94, -6.53, -3.18], [9.97, -5.68, -2.03], [8.83, -5.91, -1.33], [8.62, -5.49, -0.24], [7.96, -6.67, -2.04], [8.26, -7.76, -3.79], [7.99, -6.02, -3.99], [10.50, -7.44, -2.96], [10.39, -6.04, -4.04], [-5.21, 7.99, -0.36], [-4.02, 8.74, -0.91], [-3.00, 8.45, 0.04], [-3.33, 7.28, 0.65], [-2.61, 6.67, 1.37], [-4.60, 6.90, 0.34], [-5.87, 7.64, -1.14], [-5.78, 8.59, 0.36], [-3.71, 8.37, -1.89], [-4.19, 9.81, -0.97]],
  "lowdin_charge": [-0.09, -0.19, -0.28, -0.20, -0.12, -0.65, 1.04, -0.74, -0.25, 1.07, -0.38, -0.01, -0.29, -0.01, -0.02, -0.64, 1.01, 0.86, -0.24, -0.30, -0.37, -0.15, -0.77, 0.00, 0.78, 0.07, -0.77, 0.80, -0.34, -0.58, 0.66, -0.68, -0.13, 0.66, 0.77, -0.29, -0.23, -0.47, 0.66, 0.08, 0.07, 0.07, 0.06, 0.11, 0.09, 0.04, 0.07, 0.05, 0.04, 0.12, 0.06, 0.05, 0.12, 0.08, 0.05, 0.09, 0.05, 0.02, 0.07, 0.07, 0.09, 0.07, 0.01, 0.08, 0.07, 0.07, 0.01, -0.10, -0.11, -0.12, 0.05, -0.57, 0.14, 0.06, 0.14, 0.13, 0.14, 0.13, -0.12, -0.12, 0.02, -0.56, 0.16, 0.07, 0.14, 0.14, 0.14, 0.13, -0.12, -0.12, 0.06, -0.56, 0.16, 0.06, 0.14, 0.12, 0.11, 0.13, -0.10, -0.10, 0.05, -0.55, 0.14, 0.08, 0.13, 0.14, 0.11, 0.13, -0.12, -0.12, 0.07, -0.57, 0.15, 0.06, 0.14, 0.13, 0.14, 0.13, -0.12, -0.13, 0.05, -0.56, 0.18, 0.07, 0.14, 0.13, 0.14, 0.11, -0.12, -0.11, 0.07, -0.57, 0.14, 0.05, 0.14, 0.14, 0.14, 0.14, -0.12, -0.12, 0.07, -0.57, 0.17, 0.04, 0.13, 0.14, 0.14, 0.14]
}